Record 1
An isolated molecule of C6H9NO2, computed with ωB97M-V with the def2-TZVPD basis set.

Each line ends with the Löwdin charge.
Geometry (Å):
O: -1.16331 -0.30512 -1.58857  -0.06
O: -1.29097 0.85239 0.63325  -0.03
N: 0.54540 -0.26077 2.11329  -0.01
C: 0.08459 -1.62155 0.16418  -0.03
C: 0.02095 0.72596 0.09690  -0.47
C: 0.79379 -0.35013 0.67476  -0.39
C: 0.17838 1.99850 -0.91303  0.13
C: -0.04134 0.50795 -1.35266  -0.26
C: -0.78535 -1.49685 -0.82791  -0.11
H: 1.51262 0.11104 2.54676  0.12
H: -1.72316 -0.01890 0.26730  0.15
H: 0.83597 -0.14871 -1.75137  0.19
H: 0.18395 -2.51680 0.72042  0.10
H: -0.64904 2.60851 -0.59038  0.10
H: -1.11836 -2.52318 -1.24842  0.15
H: 1.10980 2.34538 -1.26347  0.08
H: 1.88106 -0.40040 0.33302  0.17
H: -0.37498 0.49269 1.98592  0.15

Summary:
Lowest unoccupied orbital energy: 0.031 hartree
SMILES string: N[C@H]1C=CO[C@H]2C[C@@]21O
HOMO level: -8.740 eV
Orbital gap: 9.59 eV

***

Record 2
A cluster of 2 separate species, C6H9NO2 in total, computed with ωB97M-V with the def2-TZVPD basis set.

Each line ends with the Löwdin charge.
Geometry (Å):
O: -0.33282 0.71641 0.09393  -0.29
O: -1.07316 1.94155 -2.33138  0.10
N: 1.19564 -0.65840 -2.98395  0.12
C: 1.61162 -0.11088 1.24253  0.09
C: 0.69046 -0.35893 0.29648  -0.34
C: -1.05177 1.31052 1.17364  -0.04
C: -0.82959 0.89051 -1.83700  -0.23
C: 0.19286 -1.76569 0.08302  -0.05
C: 0.64375 -0.06888 -2.15605  -0.16
H: -1.73662 0.58942 1.62509  0.10
H: 2.01921 -0.92304 1.82177  0.08
H: -1.59358 2.16622 0.77614  0.10
H: -0.77715 -1.81357 -0.40734  0.08
H: 1.81030 0.86150 1.66035  0.07
H: 0.93714 -2.26367 -0.53994  0.08
H: -1.53588 0.14951 -1.44286  0.12
H: -0.34830 1.67867 1.91951  0.08
H: 0.17788 -2.34125 1.00605  0.08

Summary:
Lowest unoccupied orbital energy: -0.002 hartree
SMILES string: C=C(C)OC.N#CC=O
HOMO level: -9.882 eV
Orbital gap: 9.84 eV

***

Record 3
An isolated molecule of C6H9NO3, computed with ωB97M-V with the def2-TZVPD basis set.

Each line ends with the Löwdin charge.
Geometry (Å):
O: 3.07995 -0.88416 -0.86544  0.12
O: -3.08654 0.40950 -0.70806  0.01
O: -0.44147 0.95500 -0.03869  -0.05
N: 1.25363 -0.38529 0.57775  -0.01
C: 2.30848 -0.15207 -0.34455  -0.44
C: -2.38230 -0.48162 -0.00584  -0.27
C: 2.07489 1.34006 -0.26119  0.02
C: 0.16958 -1.32661 0.46551  -0.06
C: 0.82187 0.99480 0.63370  -0.24
C: -0.84629 -0.42798 -0.32985  -0.21
H: -0.17392 -1.48719 1.45478  0.11
H: -2.71781 1.22668 -0.47577  0.07
H: -2.51524 -0.36020 1.03257  0.11
H: 0.36584 -2.29269 -0.11949  0.16
H: -0.74038 -0.70964 -1.39682  0.15
H: 0.92951 1.40731 1.63530  0.15
H: 1.73050 1.85397 -1.20470  0.14
H: -2.74826 -1.52641 -0.20782  0.15
H: 2.91798 1.84654 0.15861  0.10

Summary:
Lowest unoccupied orbital energy: 0.029 hartree
SMILES string: O=C1C[C@H]2O[C@H](CO)CN12
HOMO level: -9.750 eV
Orbital gap: 10.55 eV

***

Record 4
An isolated molecule of C6H9NS, computed with ωB97M-V with the def2-TZVPD basis set.

Each line ends with the Löwdin charge.
Geometry (Å):
S: -1.30265 -0.59607 2.13827  0.73
N: -1.03564 -0.65788 0.45528  -0.31
C: 1.37308 0.73513 -1.64555  -0.03
C: 1.01000 0.76269 0.74197  -0.15
C: 1.96046 1.29622 -0.36568  -0.17
C: -0.02219 -0.04669 -0.00204  -0.42
C: -0.58833 -0.69726 -2.44609  -0.05
C: 0.27826 -0.00896 -1.44346  -0.25
H: 2.03783 2.38225 -0.40511  0.11
H: -0.56911 -1.76807 -2.24118  0.08
H: 0.56451 1.55719 1.33265  0.11
H: -1.65177 -0.40519 -2.31421  0.09
H: 1.83655 0.90414 -2.63333  0.12
H: -2.44125 -1.31135 2.13118  -0.15
H: -0.29669 -0.50166 -3.49507  0.08
H: 2.99068 0.93232 -0.23621  0.11
H: 1.55350 0.10591 1.42706  0.12

Summary:
Lowest unoccupied orbital energy: 0.036 hartree
SMILES string: CC1=CCC/C1=N\S
HOMO level: -8.263 eV
Orbital gap: 9.24 eV

***

Record 5
An isolated molecule of C6H9NS, computed with ωB97M-V with the def2-TZVPD basis set.

Each line ends with the Löwdin charge.
Geometry (Å):
S: -3.11189 -0.44483 -0.54294  0.71
N: 1.27021 1.26301 -0.06375  0.05
C: 1.02209 -0.83994 0.47105  -0.15
C: -0.50450 -0.39066 -1.28678  -0.25
C: 0.99397 -0.08784 -0.94774  -0.21
C: 0.59297 0.44010 1.08006  -0.36
C: -0.92021 0.31913 1.09780  -0.19
C: -1.54834 -0.20040 -0.18997  -0.80
H: -0.49959 -1.32115 -1.84674  0.11
H: 1.57539 0.02541 -2.03287  0.18
H: 0.92873 2.07758 -0.44997  0.04
H: 0.39920 -1.83389 0.39667  0.15
H: -1.26290 -0.55880 1.88615  0.18
H: 1.10524 0.72218 2.01562  0.14
H: -0.79174 0.48318 -1.95181  0.13
H: 2.08829 -0.97492 0.92358  0.13
H: -1.33691 1.32184 1.44165  0.13

Summary:
Lowest unoccupied orbital energy: -0.008 hartree
SMILES string: S=C1C[C@@H]2C[C@H](C1)N2
HOMO level: -8.664 eV
Orbital gap: 8.44 eV

***

Record 6
An isolated molecule of C6H9NS, computed with ωB97M-V with the def2-TZVPD basis set.

Each line ends with the Löwdin charge.
Geometry (Å):
S: 1.38788 -0.92801 -0.70784  0.80
N: -0.17465 1.60554 -0.82346  -0.01
C: 0.19743 1.25906 0.54930  -0.31
C: -2.08177 -1.23216 0.64613  0.05
C: -1.11943 -0.46508 0.17058  -0.34
C: 1.14255 0.65303 1.51698  -0.05
C: -1.27654 0.59823 -0.99128  -0.16
C: 0.30640 -0.25785 0.60164  -0.61
H: -1.19631 0.16227 -1.97730  0.10
H: 1.46864 -2.17606 -0.18990  -0.11
H: -0.65626 1.53693 1.11813  0.13
H: -1.89778 -1.91694 1.45671  0.06
H: 0.56044 1.41655 -1.48322  0.06
H: -3.12046 -1.19127 0.24853  0.08
H: 2.20573 0.52143 1.31005  0.09
H: 0.88514 0.81937 2.55751  0.10
H: -2.24457 1.10570 -0.91091  0.11

Summary:
Lowest unoccupied orbital energy: 0.028 hartree
SMILES string: C=C1CN[C@@H]2C[C@@]12S
HOMO level: -8.562 eV
Orbital gap: 9.33 eV

***

Record 7
An isolated molecule of C6H9O4, computed with ωB97M-V with the def2-TZVPD basis set.

Each line ends with the Löwdin charge.
Geometry (Å):
O: 2.09095 0.06893 -1.74181  0.06
O: 0.48527 0.09147 0.37583  0.02
O: -1.22300 -0.38963 -1.12590  0.01
O: 0.78383 -0.16662 -1.91329  -0.03
C: 0.59931 -2.13530 -0.68936  -0.03
C: -0.33644 1.27631 0.35762  -0.33
C: -1.51503 0.90289 -0.56485  -0.08
C: -0.61945 1.68616 1.74765  -0.03
C: 1.57017 -2.51550 0.11266  0.00
C: 0.12067 -0.59876 -0.75138  -0.56
H: 1.94052 -1.84608 0.89225  0.08
H: 0.27251 2.04458 -0.15416  0.16
H: -2.44973 0.82151 -0.02321  0.12
H: -1.64278 1.60439 -1.40301  0.14
H: -1.13942 2.64497 1.77799  0.09
H: 0.05851 -2.67867 -1.46493  0.12
H: 0.31109 1.78443 2.31665  0.09
H: -1.25192 0.92683 2.24509  0.10
H: 1.94494 -3.52191 0.00616  0.07

Summary:
Lowest unoccupied orbital energy (alpha / beta): 0.033 / -0.086 hartree
HOMO level (alpha / beta): -5.552 / -10.195 eV
Orbital gap (alpha / beta): 6.44 / 7.86 eV
2S+1: 4

***

Record 8
A structure of composition C6H9O4Tb, computed with ωB97M-V with the def2-TZVPD basis set.

Each line ends with the Löwdin charge.
Geometry (Å):
Tb: -3.91914 2.62918 1.99819  1.84
O: -3.51422 0.55684 0.70083  -0.18
O: -0.85224 1.23038 -1.66881  -0.05
O: -1.66465 1.32400 1.59890  -0.15
O: -1.68753 -0.66391 0.51785  0.04
C: 2.01726 -0.67071 -0.24565  -0.16
C: 0.46936 1.01903 -1.21098  -0.24
C: 2.37352 -1.90104 0.20787  0.02
C: -2.28222 0.43510 0.95133  -0.82
C: 0.63203 -0.40871 -0.70906  -0.27
C: -0.26731 -0.82957 0.61262  -0.06
H: 2.05064 -2.80004 -0.32517  0.07
H: 0.33200 -1.12994 -1.48287  0.15
H: -0.22943 -1.92836 0.63034  0.14
H: 1.19609 1.18621 -2.02375  0.13
H: 0.06307 -0.12282 1.38615  0.13
H: 2.54185 0.17558 0.21574  0.11
H: 3.00702 -1.98739 1.09404  0.07
H: -0.97621 2.16441 -1.85315  0.09
H: 0.71011 1.72176 -0.39442  0.13

Summary:
Lowest unoccupied orbital energy (alpha / beta): -0.160 / -0.213 hartree
Total charge: +1
HOMO level (alpha / beta): -11.469 / -11.469 eV
Orbital gap (alpha / beta): 7.11 / 5.67 eV
2S+1: 8

***

Going through the records in order, we get ΔE to the lowest compared entry with this formula, charge and spin values of 142.9; 117.8; 40.9; 14.5; 87.2; 98.8; 6.0; 0.0 kcal per mole.
Going through the records in order, we get largest force on an atom values of 4.51; 4.58; 4.33; 0.82; 6.15; 0.96; 12.95; 3.32 eV/A.